Formula: C28H56F3N6O6
Source: the Open Molecules 2025 dataset
Level of theory: ωB97M-V/def2-TZVPD

Structure (XYZ):
```
99
Properties=species:S:1:pos:R:3:forces:R:3:mulliken_charge:R:1
C 1.027033 0.621169 0.797722 0.386 0.691 -0.447 -1.827
C 1.336843 2.127347 0.963360 -0.579 -1.772 0.598 2.571
C 2.799861 2.197901 1.403601 -0.222 1.052 -0.118 -2.005
C 0.439443 2.698842 2.080190 0.057 0.580 -0.395 -2.336
C -0.277302 4.011410 1.746875 0.235 -0.053 -0.657 0.922
C -1.673499 3.872816 1.091027 0.223 -0.274 0.388 -1.764
C -2.171383 2.449254 0.760476 -0.828 1.048 -0.807 0.747
C -2.611480 2.337859 -0.656012 1.219 -1.406 0.356 0.031
F -3.252296 3.345937 -1.230251 -0.654 0.960 -0.348 -0.346
C -2.348708 1.167527 -1.422629 -1.010 1.473 0.762 0.118
F -3.175592 0.144180 -1.432790 -0.544 -1.172 -0.227 -0.309
F -1.282309 0.969146 -2.127372 1.316 -0.523 -1.034 -0.145
C 0.637405 4.900267 0.873906 0.145 -1.275 0.736 -2.246
C 1.183911 4.219613 -0.400282 -1.379 1.403 -0.990 1.573
C 0.295769 4.660712 -1.595340 0.624 -0.517 -0.070 -1.835
C 2.576880 4.765412 -0.704089 -0.072 0.176 0.232 -2.034
N 1.097514 2.747048 -0.355035 1.625 0.574 0.769 1.376
O 1.718136 2.174435 -1.315923 -0.533 -0.150 -0.280 -0.738
H 1.919704 0.161016 0.412281 0.172 -0.544 -0.189 0.516
H 0.234505 0.475646 0.072247 -0.315 -0.149 -0.019 0.193
H 0.794649 0.187575 1.755578 -0.083 -0.147 0.268 0.109
H 2.917587 1.578628 2.283603 0.084 -0.281 0.086 0.513
H 3.486721 1.908109 0.617988 0.063 -0.226 -0.135 0.201
H 3.017338 3.221963 1.704894 0.261 0.110 0.061 0.589
H 1.076711 2.881247 2.935084 0.153 0.016 0.279 0.705
H -0.253116 1.931219 2.392946 -0.264 -0.002 0.239 0.121
H -0.391855 4.548202 2.677931 -0.232 0.083 0.302 0.824
H -2.399405 4.342304 1.740794 -0.184 0.033 0.278 0.346
H -1.696532 4.467163 0.190575 0.026 0.104 -0.329 0.859
H -3.071742 2.259700 1.343599 0.035 -0.287 0.574 0.300
H -1.456986 1.649259 0.889993 0.117 -0.025 0.351 -0.374
H 0.085782 5.795931 0.625637 0.079 0.344 -0.157 0.395
H 1.489712 5.169604 1.491996 0.134 0.249 0.155 0.552
H 0.866645 4.501848 -2.505925 -0.111 -0.068 -0.250 0.456
H -0.606406 4.067330 -1.653978 -0.288 -0.044 -0.018 0.330
H 0.055959 5.713235 -1.523055 -0.079 0.218 0.027 0.396
H 2.446936 5.781390 -1.063268 -0.051 0.248 -0.099 0.472
H 3.093535 4.218070 -1.480852 0.050 -0.300 -0.047 0.371
H 3.172313 4.856204 0.192351 0.391 -0.261 0.184 0.385
C 3.572938 -2.249809 -0.813178 -0.079 -0.035 0.098 -0.032
O 3.597333 -1.512766 0.157812 0.053 -0.025 0.030 -0.621
N 3.743576 -1.844479 -2.080256 0.054 -0.152 -0.126 0.274
C 3.691387 -2.762545 -3.206826 0.239 0.430 0.145 -1.162
C 3.984482 -0.431554 -2.328312 -0.097 -0.028 0.223 -0.789
H 3.390761 -3.335639 -0.724148 0.023 0.020 -0.011 0.371
H 4.646727 -2.740837 -3.738930 -0.027 -0.098 -0.031 0.359
H 2.897907 -2.465436 -3.881912 -0.018 -0.108 -0.111 0.546
H 3.499861 -3.776413 -2.863854 -0.047 0.012 0.042 0.268
H 4.889891 -0.114304 -1.808048 -0.010 0.066 -0.033 0.295
H 3.149437 0.162622 -1.952512 0.053 0.082 -0.033 0.126
H 4.099880 -0.261905 -3.396173 -0.009 -0.068 -0.017 0.401
C 0.577842 -1.224097 3.925836 0.069 0.252 0.017 0.214
O 1.267197 -0.357860 4.437944 -0.041 -0.075 0.003 -0.684
N 0.823195 -2.539436 3.966145 -0.344 -0.011 0.007 0.224
C -0.047651 -3.496165 3.299673 0.566 -0.069 0.432 -1.208
C 1.992720 -3.014644 4.681635 0.012 0.212 -0.024 -1.047
H -0.336444 -0.978322 3.353483 -0.010 -0.044 0.028 0.245
H -0.458696 -4.193146 4.036364 -0.081 -0.007 -0.072 0.361
H 0.522654 -4.048512 2.558034 -0.208 0.091 0.204 0.653
H -0.866404 -2.978780 2.803787 0.039 0.046 -0.021 0.218
H 1.932937 -2.716301 5.729481 0.069 -0.032 0.006 0.328
H 2.892753 -2.574055 4.251288 0.035 -0.041 0.045 0.302
H 2.049108 -4.098049 4.613114 -0.053 -0.001 -0.046 0.394
C -3.696594 2.751366 5.001617 0.040 0.102 0.044 0.070
O -2.659859 3.108977 4.477491 -0.003 -0.015 -0.117 -0.507
N -4.174764 1.492255 4.967843 -0.158 -0.037 0.051 0.173
C -5.418573 1.119487 5.611700 0.205 -0.128 -0.146 -0.949
C -3.409327 0.478132 4.261163 0.114 0.189 0.040 -0.751
H -4.343550 3.446973 5.564745 -0.002 -0.042 -0.012 0.274
H -5.231639 0.351724 6.365398 -0.106 0.007 0.030 0.331
H -6.117994 0.726615 4.870614 -0.077 -0.006 0.079 0.329
H -5.866747 1.985116 6.094681 0.034 0.032 -0.012 0.291
H -2.414721 0.391207 4.701408 0.021 -0.046 -0.063 0.351
H -3.294916 0.762199 3.214119 0.047 -0.069 -0.015 0.035
H -3.920677 -0.479314 4.324208 -0.049 0.022 0.032 0.398
C 0.426310 -3.794295 -5.675065 0.036 -0.092 0.088 0.074
O 1.363108 -3.598227 -4.920609 -0.237 -0.063 -0.160 -0.585
N -0.014974 -2.914385 -6.589238 -0.128 -0.025 -0.094 0.126
C -1.136395 -3.202575 -7.462229 0.162 0.204 0.037 -0.933
C 0.659491 -1.630680 -6.701442 0.083 -0.123 0.159 -0.901
H -0.149149 -4.736294 -5.665305 0.006 0.021 -0.018 0.279
H -0.815965 -3.158844 -8.504887 -0.096 -0.033 -0.027 0.343
H -1.928794 -2.468624 -7.303150 -0.058 -0.053 -0.067 0.337
H -1.529176 -4.195882 -7.255913 0.032 -0.014 0.033 0.299
H 1.710914 -1.785698 -6.945864 0.005 0.076 0.002 0.293
H 0.604103 -1.098817 -5.750906 0.040 0.060 -0.035 0.254
H 0.189446 -1.034525 -7.479055 -0.042 -0.043 -0.011 0.372
C -0.838731 -5.042156 0.010271 0.056 -0.016 -0.028 -0.013
O 0.021445 -4.837716 0.849162 -0.121 -0.321 -0.557 -0.580
N -1.224676 -4.143372 -0.911347 -0.107 -0.001 -0.081 0.281
C -2.254295 -4.431961 -1.889260 0.153 0.202 0.066 -0.832
C -0.580800 -2.835501 -0.923724 0.074 -0.153 0.121 -0.873
H -1.379686 -6.001550 -0.059543 0.001 0.033 -0.006 0.273
H -1.843030 -4.343390 -2.897074 -0.079 -0.026 -0.039 0.215
H -3.079578 -3.725432 -1.779406 -0.048 -0.044 -0.079 0.338
H -2.633816 -5.442287 -1.750742 0.029 -0.016 0.038 0.295
H 0.492276 -2.951573 -1.078118 0.004 0.086 0.004 0.300
H -0.734677 -2.336669 0.033738 0.047 0.067 -0.023 0.156
H -0.998548 -2.226113 -1.721178 -0.036 -0.038 -0.017 0.388
```
Positions in Å, forces in eV/Å.

**Total charge**: 0
**<S²>**: 1.76
**DFT total energy**: -2179.8550 a.u.
**HOMO-LUMO gap (spin up / spin down)**: 8.0 / 8.3 eV
**Multiplicity**: 2
**HOMO (spin up / spin down)**: -7.67 / -7.96 eV

---

Formula: C28H56FNO16S5
Source: the Open Molecules 2025 dataset
Level of theory: ωB97M-V/def2-TZVPD

Structure (XYZ):
```
107
Properties=species:S:1:pos:R:3:forces:R:3:mulliken_charge:R:1
N 0.298598 -0.351458 -1.286729 -0.099 5.913 -7.017 0.614
H 0.608598 0.628542 -1.124729 -0.167 -0.672 -0.389 -0.448
H 0.275598 -0.519458 -2.350729 -0.141 1.070 1.648 0.322
H -0.555402 -0.484458 -0.954729 -5.180 -0.669 2.037 -0.006
H 0.859598 -0.962458 -0.955729 5.178 -5.129 3.495 0.448
F 0.118598 1.869542 -3.306729 0.047 -0.489 0.851 -0.867
C 1.671598 3.701542 -0.903729 2.185 1.617 2.726 -1.432
C 2.971598 3.345542 -1.400729 2.922 0.341 -0.289 1.971
C 3.315598 3.721542 -2.837729 -1.612 -3.239 -1.215 -0.634
O 4.228598 4.736542 -2.807729 0.050 1.109 -1.922 -0.302
C 4.486598 5.015542 -1.583729 5.618 5.166 2.459 0.631
O 5.308598 5.909542 -1.231729 -2.555 -2.408 -1.244 -0.710
O 3.948598 4.235542 -0.726729 -1.539 -1.199 1.551 -0.389
H 0.971598 3.020542 -0.960729 -3.861 -3.294 -1.603 -0.022
H 1.383598 4.694542 -1.026729 -0.669 1.588 -1.138 0.473
H 1.805598 3.671542 0.156271 0.277 0.115 1.297 0.388
H 3.391598 2.399542 -1.030729 -0.988 -0.253 -0.779 -0.861
H 2.463598 3.878542 -3.463729 -0.959 1.077 0.057 0.371
H 3.705598 2.888542 -3.388729 0.892 -0.734 0.018 0.335
C 1.094598 3.248542 5.257271 0.453 4.001 -5.573 -1.779
C 1.958598 2.850542 3.993271 -0.061 1.297 3.868 0.318
C 2.493598 1.481542 4.254271 3.115 -0.636 -1.277 -0.460
O 1.690598 0.790542 3.309271 1.006 -3.640 1.378 -0.174
C 1.225598 1.597542 2.411271 -5.722 -4.533 -5.079 0.210
O 0.497598 1.224542 1.454271 2.709 0.541 2.123 0.174
O 1.285598 2.787542 2.749271 1.074 5.097 1.729 -0.271
H 0.485598 4.145542 4.965271 0.420 -0.636 0.276 0.354
H 1.684598 3.571542 6.021271 1.882 0.497 2.148 0.507
H 0.445598 2.548542 5.503271 -2.818 -3.532 1.292 0.502
H 2.799598 3.489542 3.921271 0.426 1.173 -0.314 0.459
H 2.551598 1.085542 5.326271 -0.830 0.415 -1.721 0.311
H 3.582598 1.416542 3.823271 -1.661 -0.033 1.030 0.125
C -2.910402 -0.720458 -4.028729 -9.203 1.991 -5.630 -0.788
C -4.129402 -0.685458 -3.068729 0.615 -3.297 0.019 1.053
C -5.382402 -0.270458 -3.830729 10.981 4.905 1.497 -1.809
S -4.788402 0.725542 -5.168729 -0.956 -0.383 -0.740 1.275
O -5.172402 2.036542 -4.788729 -0.697 2.332 -0.144 -0.689
O -5.177402 0.200542 -6.467729 0.288 -0.009 0.797 -0.724
C -3.097402 0.590542 -4.892729 2.470 0.482 -0.207 -0.455
H -3.059402 -1.470458 -4.815729 0.073 -0.597 0.687 0.250
H -2.064402 -0.790458 -3.669729 8.276 -0.637 3.846 0.536
H -4.026402 -0.055458 -2.227729 0.569 0.947 0.734 -0.728
H -4.198402 -1.740458 -2.592729 -0.229 1.551 -0.819 -0.032
H -5.890402 0.293542 -3.269729 -4.301 4.412 4.042 0.703
H -5.830402 -0.917458 -4.214729 -7.032 -10.440 -5.547 0.884
H -2.805402 1.467542 -4.315729 -0.171 -0.004 0.306 0.085
H -2.565402 0.818542 -5.879729 -0.551 -1.212 1.211 0.432
C -0.819402 -6.321458 -1.089729 -2.040 -0.165 -3.918 -0.439
C -2.334402 -6.592458 -1.377729 -1.824 -2.426 -0.528 -0.623
C -3.041402 -5.231458 -1.561729 0.120 -2.318 -2.360 -0.769
S -1.824402 -4.189458 -2.334729 -1.765 0.271 -2.839 1.144
O -1.624402 -2.948458 -1.636729 -0.031 0.382 0.280 -0.395
O -2.194402 -4.147458 -3.755729 0.761 0.137 1.233 -0.768
C -0.430402 -5.182458 -2.096729 -0.994 -3.273 -0.764 -1.087
H -0.334402 -7.253458 -1.202729 1.090 -0.703 -0.380 0.385
H -0.653402 -5.961458 -0.164729 0.212 1.108 3.373 0.155
H -2.905402 -7.441458 -0.703729 1.543 2.688 -0.844 0.304
H -2.567402 -7.142458 -2.385729 1.362 1.023 1.397 0.300
H -3.200402 -4.706458 -0.711729 -1.225 1.227 3.011 0.476
H -3.906402 -5.397458 -2.259729 0.750 0.854 0.906 0.353
H 0.329598 -4.578458 -1.845729 2.637 2.256 1.844 0.543
H -0.083402 -5.479458 -3.076729 -0.501 -0.801 -0.412 0.420
C -0.485402 -2.844458 4.475271 4.122 -0.928 1.429 -1.042
C -1.083402 -1.608458 4.123271 1.911 5.129 -1.291 0.339
C -1.948402 -1.894458 2.943271 0.395 -5.962 7.744 -1.608
S -0.998402 -2.991458 1.955271 -9.018 -2.678 -0.762 1.068
O -0.245402 -2.297458 1.045271 3.727 2.911 -3.027 -0.347
O -1.978402 -3.936458 1.423271 1.095 -0.069 0.214 -0.842
C -0.125402 -3.645458 3.158271 3.159 -1.121 5.477 -0.417
H -1.082402 -3.370458 5.138271 -1.548 -1.613 0.800 0.427
H 0.444598 -2.658458 5.144271 -1.103 -0.469 -1.347 0.361
H -0.307402 -0.816458 3.941271 0.290 -0.937 -1.154 -0.613
H -1.406402 -0.986458 4.922271 -1.875 -0.354 1.119 0.692
H -2.367402 -1.203458 2.508271 -3.510 7.468 -5.160 1.172
H -2.897402 -2.234458 3.653271 1.854 -0.813 -2.674 0.214
H 0.890598 -3.278458 2.926271 0.015 -1.199 0.194 0.202
H -0.302402 -4.680458 3.558271 0.577 0.629 -1.760 0.356
C 5.121598 -0.987458 2.406271 -3.873 1.757 -2.609 -0.312
C 6.073598 -0.080458 1.736271 1.205 2.142 -0.100 -0.853
C 5.339598 0.690542 0.606271 -4.234 -1.609 6.856 -0.895
S 4.293598 -0.502458 -0.134729 1.797 -0.683 -1.117 0.959
O 5.060598 -1.043458 -1.238729 -0.781 -0.008 0.343 -0.736
O 2.970598 0.007542 -0.302729 -0.905 0.242 -0.313 -0.443
C 4.275598 -1.658458 1.203271 -1.276 -0.180 2.884 -0.421
H 4.195598 -0.400458 2.654271 1.483 -0.237 2.024 -0.233
H 5.620598 -1.704458 2.992271 -0.221 -0.721 1.319 0.541
H 6.861598 -0.687458 1.398271 1.178 -0.806 -1.203 0.433
H 6.643598 0.655542 2.372271 -0.982 -0.585 -0.205 0.353
H 5.893598 1.278542 0.079271 3.351 3.029 -3.972 0.967
H 4.651598 1.420542 1.231271 0.895 -1.267 -1.355 0.057
H 4.832598 -2.548458 1.048271 -0.222 -1.052 -1.174 0.598
H 3.158598 -1.796458 1.614271 2.544 -0.066 -1.399 -0.099
C -1.659402 3.875542 0.609271 -2.794 2.651 2.518 0.311
C -2.197402 4.272542 -0.810729 1.326 -2.185 1.016 -0.818
C -2.420402 2.806542 -1.326729 -1.852 1.370 -2.870 -0.148
S -3.366402 1.927542 -0.080729 0.416 3.147 -1.800 0.893
O -2.785402 0.644542 -0.033729 0.997 -2.895 0.985 -0.426
O -4.779402 2.031542 -0.353729 0.133 0.210 0.636 -0.702
C -2.749402 3.007542 1.252271 0.734 -2.489 0.168 -0.738
H -1.498402 4.612542 1.485271 -0.794 0.369 -1.733 0.327
H -0.762402 3.464542 0.814271 3.278 -2.190 -1.185 -0.542
H -1.534402 4.911542 -1.414729 -0.240 -0.565 0.197 0.316
H -3.171402 4.704542 -0.722729 -0.515 0.669 0.186 0.384
H -1.516402 2.316542 -1.689729 0.259 -0.187 0.351 0.187
H -3.128402 2.790542 -2.240729 1.024 0.121 1.263 0.220
H -2.391402 2.207542 2.006271 -0.537 1.771 -0.728 0.233
H -3.505402 3.684542 1.556271 -1.101 0.032 0.736 0.464
```
Positions in Å, forces in eV/Å.

**Total charge**: 0
**DFT total energy**: -4449.3372 a.u.
**HOMO-LUMO gap**: 7.6 eV
**HOMO**: -8.15 eV